Record 1
Density functional theory data (wB97M-V/def2-TZVPD) for a 11-piece molecular cluster, C2H25O11 overall in a non-equilibrium geometry.

Properties
**Orbital gap**: 0.277 Ha
**HOMO level**: -4.9 eV
**Energy above the lowest of the compared OMol25 structures with the same formula, charge and spin**: 23.2 kcal/mol

Structure (ORCA input):
```
! RIJCOSX wB97M-V def2-TZVPD def2/J DEFGRID3
* xyz -1 1
C 1.60 1.05 0.26
C 0.42 0.33 0.91
O -0.51 -0.29 0.08
H 1.33 1.85 -0.43
H 2.09 0.38 -0.44
H 2.35 1.32 1.01
H -0.23 0.98 1.49
H 0.80 -0.23 1.76
O 0.86 -2.43 3.41
H 0.23 -1.82 3.78
H 1.72 -2.03 3.57
O 2.86 -0.12 -3.24
H 3.30 -0.15 -2.39
H 3.00 -0.98 -3.62
O -3.29 0.23 1.50
H -3.08 1.14 1.73
H -2.46 -0.13 1.18
O -1.85 2.58 0.12
H -1.21 1.89 -0.04
H -2.39 2.61 -0.67
O 1.91 3.53 -3.00
H 1.54 2.65 -2.87
H 2.77 3.37 -3.40
O 0.90 -2.83 -0.73
H 1.37 -2.07 -0.40
H 0.11 -2.48 -1.13
O -0.41 0.62 -2.73
H -1.00 -0.01 -3.13
H -0.35 0.34 -1.81
O -0.92 -3.50 1.67
H -0.23 -3.88 1.13
H -0.60 -2.63 1.90
O -2.06 -2.30 -1.00
H -2.20 -1.82 -1.82
H -1.71 -1.65 -0.39
O -1.87 2.34 2.73
H -1.60 2.26 1.81
H -1.18 1.89 3.22
*
```

Record 2
Density functional theory data (wB97M-V/def2-TZVPD) for C2H26F6O19S2 as an isolated structure in a non-equilibrium geometry.

Properties
**Orbital gap**: 0.328 Ha
**HOMO level**: -4.6 eV
**Energy above the lowest of the compared OMol25 structures with the same formula, charge and spin**: 0.0 kcal/mol

Structure (ORCA input):
```
! RIJCOSX wB97M-V def2-TZVPD def2/J DEFGRID3
* xyz -2 1
C -3.56 0.16 -2.37
F -2.74 1.21 -2.29
F -4.49 0.37 -3.29
F -2.79 -0.91 -2.70
S -4.41 -0.22 -0.73
O -5.38 0.84 -0.56
O -4.99 -1.54 -0.92
O -3.29 -0.20 0.18
C 0.26 -0.51 -0.12
F -0.37 0.04 -1.15
F -0.60 -1.27 0.55
F 1.28 -1.26 -0.48
S 0.89 0.91 1.00
O -0.31 1.69 1.28
O 1.52 0.19 2.10
O 1.83 1.61 0.12
O 3.21 -3.52 -1.31
H 2.96 -2.67 -1.72
H 3.55 -4.04 -2.04
O 2.37 -1.35 -2.80
H 2.26 -0.40 -3.01
H 1.48 -1.72 -2.85
O 3.89 0.86 3.00
H 4.45 0.76 2.22
H 3.00 0.52 2.72
O -2.32 -1.03 2.65
H -1.42 -1.36 2.74
H -2.45 -0.93 1.69
O -0.26 3.30 3.85
H -0.91 2.88 4.43
H -0.28 2.75 3.05
O -1.25 3.79 -0.35
H -1.89 3.43 -0.97
H -0.91 3.01 0.13
O 0.12 -4.58 -1.69
H 0.97 -4.24 -1.39
H -0.14 -3.98 -2.40
O 1.69 -2.69 2.77
H 1.75 -1.91 2.20
H 2.55 -2.74 3.20
O -2.97 1.97 2.21
H -3.20 1.10 1.85
H -2.06 2.09 1.93
O 1.67 1.31 -3.17
H 2.41 1.89 -2.96
H 1.13 1.31 -2.38
O -0.41 -1.99 -3.54
H -0.58 -1.51 -4.35
H -1.03 -1.61 -2.91
O 2.53 2.82 -2.09
H 1.90 3.55 -2.17
H 2.33 2.41 -1.21
O 0.84 0.17 4.86
H 1.13 1.01 5.22
H 1.06 0.21 3.92
*
```

Record 3
Density functional theory data (wB97M-V/def2-TZVPD) for a 12-piece molecular cluster, C2H26NO13 overall in a non-equilibrium geometry.

Properties
**Orbital gap**: 0.302 Ha
**HOMO level**: -5.5 eV
**Energy above the lowest of the compared OMol25 structures with the same formula, charge and spin**: 18.1 kcal/mol

Structure (ORCA input):
```
! RIJCOSX wB97M-V def2-TZVPD def2/J DEFGRID3
* xyz -1 1
O 0.67 -1.52 0.78
C 1.96 -1.31 0.64
O 2.60 -1.61 -0.34
C 2.73 -0.33 1.62
N 1.99 0.46 2.51
H 3.33 -0.86 2.36
H 3.24 0.40 0.92
H 1.23 -0.14 3.01
H 1.70 1.31 2.32
H 1.65 -0.17 -2.38
H 2.92 0.41 -2.82
O 2.05 0.46 -2.93
H -0.91 2.61 2.32
H -1.26 2.91 0.90
O -1.63 2.47 1.71
H 1.42 1.84 -0.49
H 1.60 1.73 -1.97
O 1.79 2.31 -1.22
H 0.27 3.49 -1.13
H -0.86 2.58 -0.74
O -0.58 3.53 -0.56
H 0.77 -2.43 -1.13
H 0.17 -3.69 -0.32
O 0.11 -3.17 -1.08
H -3.41 0.34 2.26
H -3.79 -0.28 1.05
O -3.35 -0.58 1.91
H -0.50 -1.66 2.41
H -1.52 -0.66 2.26
O -1.01 -1.10 2.84
H -0.29 0.39 -0.44
H -1.41 0.20 -1.37
O -0.95 1.00 -0.88
H -1.88 -1.96 -1.14
H -1.80 -0.93 0.15
O -2.19 -1.06 -0.87
H -3.58 -0.09 -0.88
H -3.78 1.31 -0.29
O -4.26 0.49 -0.37
H 1.53 -2.37 -3.25
H 2.67 -2.22 -2.16
O 2.52 -2.09 -3.22
*
```

Record 4
Density functional theory data (wB97M-V/def2-TZVPD) for C2H26O10 as an isolated structure in a non-equilibrium geometry.

Properties
**Orbital gap**: 0.384 Ha
**HOMO level**: -10.3 eV

Structure (ORCA input):
```
! RIJCOSX wB97M-V def2-TZVPD def2/J DEFGRID3
* xyz 0 1
C -1.02 1.00 2.67
C -1.00 -0.54 2.51
H -1.95 1.32 3.12
H -0.90 1.50 1.72
H -0.24 1.39 3.32
H -0.95 -0.68 1.44
H -0.12 -1.00 2.95
H -1.81 -1.09 3.00
H -0.01 -2.44 -2.18
H 1.50 -2.19 -2.26
O 0.84 -2.75 -1.81
H 2.24 -0.03 -3.00
H 2.64 -0.68 -1.57
O 2.54 -0.81 -2.53
H -3.55 0.57 -0.85
H -2.25 0.31 -0.25
O -2.82 -0.04 -0.94
H -0.74 1.71 -1.10
H -0.95 2.65 -2.25
O -0.82 2.65 -1.29
H 1.71 -2.20 1.11
H 2.64 -2.31 2.37
O 2.24 -1.69 1.76
H -1.68 -1.36 -3.69
H -1.91 -0.69 -2.32
O -1.26 -1.21 -2.83
H 0.81 -2.93 -0.06
H 0.22 -3.22 1.31
O 1.07 -3.23 0.85
H -2.70 2.39 1.26
H -3.28 3.05 -0.09
O -2.99 2.25 0.35
H 2.69 -0.34 0.85
H 3.65 0.51 0.18
O 2.76 0.18 -0.01
H 2.50 2.99 -0.39
H 1.10 3.30 -0.95
O 1.81 3.65 -0.38
*
```

Record 5
Density functional theory data (wB97M-V/def2-TZVPD) for C2H28CdO19 as an isolated structure in a non-equilibrium geometry.

Properties
**Orbital gap**: 0.294 Ha
**HOMO level**: -10.0 eV
**Energy above the lowest of the compared OMol25 structures with the same formula, charge and spin**: 10.9 kcal/mol

Structure (ORCA input):
```
! RIJCOSX wB97M-V def2-TZVPD def2/J DEFGRID3
* xyz 0 1
Cd 1.01 1.36 2.54
C 0.31 -0.07 0.42
O -0.07 1.10 0.45
O 0.17 -0.90 -0.64
O 0.92 -0.62 1.39
H -0.16 -0.44 -1.45
C -1.43 2.38 3.19
O -1.06 1.27 3.57
O -2.63 2.97 3.50
O -0.56 3.11 2.60
H -2.79 3.83 3.10
O -2.30 -2.23 -3.00
H -3.05 -2.60 -2.55
H -2.37 -1.36 -2.62
O 3.22 -1.28 -0.67
H 2.97 -1.71 -1.51
H 2.75 -0.46 -0.63
O -2.20 -1.82 1.47
H -2.63 -1.81 0.57
H -1.38 -1.29 1.27
O 1.20 -3.52 -0.04
H 1.27 -2.58 0.15
H 0.72 -3.84 0.73
O 1.74 3.18 1.25
H 1.43 3.99 0.84
H 2.32 2.81 0.58
O 0.32 -3.03 -2.68
H -0.55 -2.70 -2.79
H 0.28 -3.16 -1.75
O -2.83 1.13 0.11
H -1.97 1.43 0.06
H -3.37 1.88 0.34
O 2.31 -2.42 2.52
H 1.88 -1.79 1.93
H 2.94 -1.95 3.09
O 2.81 1.40 -0.68
H 3.60 1.43 -1.15
H 2.11 1.40 -1.31
O -0.32 -2.25 3.96
H 0.53 -1.81 3.84
H -0.31 -2.30 4.90
O -0.56 3.08 -2.83
H -0.47 2.14 -2.56
H -1.30 3.47 -2.35
O -1.81 0.56 -2.53
H -2.29 0.96 -1.82
H -2.17 0.88 -3.34
O 1.12 0.61 -2.81
H 0.86 0.29 -3.67
H 1.78 1.30 -3.02
*
```

Record 6
Density functional theory data (wB97M-V/def2-TZVPD) for a 14-piece molecular cluster, C2H29O15 overall in a non-equilibrium geometry.

Properties
**Orbital gap**: 0.326 Ha
**HOMO level**: -6.9 eV
**Energy above the lowest of the compared OMol25 structures with the same formula, charge and spin**: 45.2 kcal/mol

Structure (ORCA input):
```
! RIJCOSX wB97M-V def2-TZVPD def2/J DEFGRID3
* xyz -1 1
C 10.38 -17.42 -10.67
C 10.31 -16.69 -9.32
O 10.63 -17.32 -8.26
O 9.99 -15.48 -9.34
H 11.39 -17.34 -11.07
H 9.64 -17.00 -11.34
H 10.13 -18.48 -10.54
O 11.36 -20.04 -6.39
H 10.53 -20.52 -6.41
H 11.12 -19.12 -6.60
O 7.10 -15.22 -10.17
H 8.04 -15.34 -9.95
H 7.09 -15.17 -11.14
O 11.87 -15.08 -6.18
H 12.25 -14.22 -6.41
H 11.45 -15.38 -7.00
O 8.22 -18.84 -8.05
H 8.84 -18.12 -8.26
H 8.75 -19.63 -8.17
O 14.48 -17.73 -10.66
H 13.70 -17.51 -11.18
H 15.11 -18.08 -11.30
O 7.75 -18.44 -12.96
H 8.20 -18.61 -12.11
H 7.54 -19.31 -13.31
O 11.35 -20.85 -12.06
H 10.46 -21.15 -12.27
H 11.37 -20.82 -11.08
O 7.56 -14.28 -7.25
H 7.40 -14.42 -8.19
H 7.89 -15.13 -6.91
O 7.05 -15.82 -12.94
H 6.09 -15.78 -13.03
H 7.26 -16.78 -12.93
O 13.55 -18.05 -7.99
H 14.07 -17.99 -8.81
H 12.65 -17.82 -8.25
O 10.97 -13.37 -10.73
H 11.89 -13.16 -10.54
H 10.76 -14.15 -10.16
O 9.09 -16.34 -6.10
H 9.05 -17.26 -5.84
H 9.75 -16.32 -6.82
O 11.14 -20.67 -9.21
H 10.51 -21.16 -8.68
H 11.49 -19.99 -8.61
*
```